No. 1
The following is a DFT calculation (ωB97M-V with the def2-TZVPD basis set) of 5 unconnected molecules or ions with the total composition C37H74Cl4N2O3.

```
! RIJCOSX wB97M-V def2-TZVPD def2/J DEFGRID3
* xyz 0 1
C -3.67315 3.04482 0.50702
C -3.04214 2.42468 -0.74602
C -1.48148 2.45689 -0.83724
C -1.01331 3.74034 -0.16568
Cl -0.51739 3.65837 1.50439
C -1.06903 4.98042 -0.66296
C -0.64236 6.21622 0.07880
Cl -1.74297 5.30291 -2.22297
N -1.16734 2.41564 -2.26747
C -1.67539 1.13697 -2.63938
O -2.26393 0.90836 -3.65118
C -1.37076 0.13484 -1.50090
C -0.29782 -0.79956 -2.08983
O -0.89313 -1.55549 -3.15445
N -1.16453 -2.86801 -2.69739
O -2.10228 -3.30597 -3.22691
C -0.98753 1.05816 -0.29906
C 0.43377 0.93515 0.26426
Cl 1.68856 1.48434 -0.90494
C 0.66296 -0.47376 0.90831
C 0.69267 -0.36739 2.44667
Cl 2.14259 -1.31446 0.35968
H -3.74657 4.12980 0.43791
H -3.17371 2.74122 1.42713
H -4.69930 2.67302 0.57836
H -3.40412 1.39526 -0.77862
H -3.44624 2.93659 -1.61888
H -0.59223 7.06022 -0.60463
H -1.37800 6.45035 0.85165
H 0.33825 6.07964 0.53563
H -0.19366 2.57606 -2.49205
H -2.23094 -0.48976 -1.26180
H 0.07423 -1.52433 -1.36705
H 0.54107 -0.25606 -2.51363
H -1.63990 0.80008 0.54463
H 0.56776 1.63098 1.07390
H -0.16792 -1.10922 0.61182
H 1.65456 -0.70215 2.82771
H 0.49723 0.64315 2.80151
H -0.06074 -1.03772 2.86468
C -9.60221 2.51579 -3.97200
C -9.02824 1.11047 -3.81823
C -8.51833 0.81060 -2.40955
C -7.37229 1.70715 -1.93760
C -6.13459 1.68936 -2.83432
C -5.47136 0.31734 -2.92748
H -8.85226 3.28266 -3.77281
H -9.97208 2.67703 -4.98536
H -10.43555 2.67198 -3.28362
H -8.22730 0.96036 -4.54687
H -9.80270 0.38066 -4.06784
H -8.20625 -0.23599 -2.36046
H -9.34911 0.90916 -1.70342
H -7.08328 1.39554 -0.92765
H -7.72896 2.73671 -1.84063
H -5.40448 2.39987 -2.43985
H -6.39051 2.05629 -3.83160
H -5.17325 -0.03231 -1.93419
H -4.57649 0.36282 -3.54746
H -6.13820 -0.43060 -3.35908
C 2.99364 4.35423 1.14021
C 4.36466 3.92783 0.62665
C 5.51321 4.31622 1.55652
C 5.67907 5.82076 1.77944
C 5.88765 6.63876 0.50576
C 7.15188 6.26142 -0.26046
H 2.92233 5.43897 1.24701
H 2.20954 4.03891 0.45212
H 2.78555 3.90575 2.11501
H 4.52813 4.34858 -0.36952
H 4.37265 2.84229 0.49928
H 6.44451 3.90067 1.16259
H 5.35964 3.83674 2.52867
H 6.53206 5.98050 2.44653
H 4.80726 6.21050 2.31234
H 5.94003 7.69600 0.77845
H 5.01895 6.53926 -0.15106
H 8.03829 6.39668 0.36276
H 7.27024 6.88338 -1.14858
H 7.12908 5.22203 -0.59100
C 1.45217 -3.27322 5.05623
C 2.17314 -2.03527 5.58182
C 3.61779 -1.92336 5.09611
C 4.53414 -3.06701 5.53447
C 4.62687 -3.27167 7.04584
C 5.19684 -2.06777 7.79006
H 1.93394 -4.19323 5.38909
H 0.41900 -3.30161 5.40613
H 1.43600 -3.27819 3.96353
H 2.13788 -2.02511 6.67429
H 1.62950 -1.14355 5.25647
H 4.03419 -0.97114 5.43612
H 3.62191 -1.87821 4.00151
H 5.53721 -2.87624 5.14061
H 4.20418 -3.99965 5.06913
H 5.26116 -4.14065 7.23813
H 3.64296 -3.52085 7.45274
H 6.19994 -1.82876 7.43085
H 5.26426 -2.26678 8.86028
H 4.57422 -1.18103 7.66208
C 0.97778 -9.36547 -2.03350
C 1.80600 -8.42697 -2.90596
C 1.85955 -6.99365 -2.37948
C 0.50500 -6.28690 -2.29919
C -0.25837 -6.20631 -3.62022
C 0.47474 -5.41572 -4.70033
H -0.06345 -9.04590 -1.97218
H 0.98481 -10.37963 -2.43520
H 1.37863 -9.40569 -1.01842
H 1.41564 -8.43718 -3.92718
H 2.82764 -8.81051 -2.97041
H 2.53837 -6.41006 -3.00732
H 2.30721 -7.00006 -1.38043
H 0.66556 -5.27132 -1.92281
H -0.12424 -6.78410 -1.55554
H -1.22392 -5.73264 -3.43310
H -0.48141 -7.21027 -3.99221
H 0.66614 -4.39116 -4.37350
H -0.12195 -5.36830 -5.61235
H 1.43230 -5.86978 -4.95987
*
```

gap between HOMO and LUMO: 9.49 eV
strongest force on any atom: 0.63 eV/Å
HOMO energy: -9.340 eV
molar mass: 736.8 g/mol
structure (SMILES): CC[C@]1(/C(Cl)=C(/C)Cl)NC(=O)[C@@H](CON=O)[C@H]1[C@H](Cl)[C@H](C)Cl.CCCCCC.CCCCCC.CCCCCC.CCCCCC

Mulliken atomic charge list, values in e, 4 entries:
1. C -1.61
2. C -0.97
3. C 1.94
4. C -0.50

---

No. 2
The following is a DFT calculation (ωB97M-V with the def2-TZVPD basis set) of 6 unconnected molecules or ions with the total composition C17H34N2O16S in a non-equilibrium geometry.

```
! RIJCOSX wB97M-V def2-TZVPD def2/J DEFGRID3
* xyz 0 1
C -11.61169 13.99785 24.22996
N -11.54788 12.98589 22.97764
C -12.52790 13.65112 22.07187
C -10.20223 13.01752 22.48434
C -11.93903 11.61518 23.36412
C -10.92787 10.79742 24.23975
O -11.29577 9.46727 24.42507
H -10.91345 13.78599 24.98206
H -12.62866 13.79830 24.72891
H -11.46539 14.99440 23.76083
H -12.29847 13.35862 21.04057
H -12.48263 14.75860 21.88126
H -13.52644 13.28800 22.03403
H -10.24840 13.93760 22.02714
H -9.80395 12.21944 21.70472
H -9.52296 13.03071 23.36656
H -12.15542 10.98563 22.48584
H -12.83504 11.56174 23.94228
H -11.11073 11.21568 25.31218
H -9.85025 10.87563 24.05624
H -10.73551 9.35046 25.26902
N -9.66929 9.76379 27.55446
O -9.76116 10.94598 27.27214
O -9.01406 9.33101 28.58726
O -9.99935 8.83805 26.67343
O -4.67001 11.07512 28.86360
S -5.34251 12.26245 29.45822
O -5.17682 12.57270 30.81837
O -5.13915 13.58856 28.50452
C -4.15105 14.51981 28.92007
C -4.15599 15.52217 27.82254
C -7.02116 11.93043 29.30061
H -3.16563 14.00136 29.05342
H -4.21951 14.76175 29.97401
H -5.04031 16.26273 27.94229
H -4.23186 14.88837 27.00795
H -3.08612 16.14027 27.81690
H -7.52183 12.87301 29.70490
H -7.28503 11.10503 29.84991
H -7.32467 11.90977 28.25731
C -10.48255 10.50093 31.19679
C -11.66268 10.38558 30.21923
O -12.75732 10.89332 31.05035
C -12.22233 11.56818 31.95316
O -12.88801 12.35500 32.64053
O -10.90367 11.37980 32.13260
H -9.47669 10.68991 30.84386
H -10.23519 9.55580 31.62725
H -11.65248 9.31822 30.14375
H -11.46513 10.83704 29.17268
C -6.26171 9.58553 26.23112
C -6.83792 8.82314 24.98400
O -7.36842 9.94918 24.20625
C -7.02096 11.01257 24.71927
O -7.15857 12.09941 24.20733
O -6.40193 10.93352 25.87017
H -5.09387 9.28743 26.39910
H -6.92484 9.64609 27.21625
H -7.62071 8.25014 25.29276
H -5.90911 8.37156 24.45252
C -11.44210 5.76039 26.94088
C -10.84237 6.18408 28.30381
O -11.22327 5.09108 29.18055
C -11.98503 4.24126 28.45144
O -12.62903 3.36452 29.10078
O -12.15447 4.53868 27.31416
H -10.51120 5.51273 26.39869
H -11.90384 6.50234 26.48161
H -11.10110 7.08675 28.45054
H -9.78649 6.35432 28.26810
*
```

gap between HOMO and LUMO: 8.95 eV
strongest force on any atom: 12.90 eV/Å
HOMO energy: -9.600 eV
molar mass: 554.5 g/mol

natural (NBO) atomic charge list, values in e, 4 entries:
1. C -0.38
2. N -0.22
3. C -0.46
4. C -0.43